Here is a molecular structure, C2H3O3V at a distorted geometry from the OMol25 dataset. Energies are from ωB97M-V/def2-TZVPD.

Atoms and positions in Å:
V1 0.95868 -0.43840 0.24608
O1 -0.70511 -0.85993 0.09761
O2 2.77954 -0.00740 -0.00643
O3 -2.56370 1.95794 0.05883
C1 -2.40719 0.78972 0.00462
C2 -1.97644 -0.47225 -0.03298
H1 3.51278 -0.63499 -0.00499
H2 -2.74977 -1.21374 -0.26984
H3 3.15122 0.87905 -0.09289

Properties
2S+1 = 4
Charge = +1
ΔE to the lowest compared entry with this formula, charge and spin = 91.7 kJ/mol
LUMO energy (alpha / beta) = -5.139 / -5.501 eV
Electronic energy = -1247.3734 hartree
Kohn-Sham gap (alpha / beta) = 6.962 / 6.650 eV



Here is a molecular structure, C47H42HfN9OSeTe from the OMol25 dataset. Energies are from ωB97M-V/def2-TZVPD.

Atoms and positions in Å:
Hf1 -1.30985 1.72424 0.71447
Te1 1.81117 -1.29337 0.20946
Se1 -1.01957 3.76045 1.86924
O1 2.68544 0.45932 0.13944
N1 -7.66137 -0.34638 0.97333
N2 0.50021 1.05302 -0.01777
N3 -2.02298 0.35765 11.33577
N4 -3.55291 0.95239 0.26106
N5 -1.90849 -0.23352 4.59328
N6 -1.69471 1.57070 -2.55261
N7 -1.66786 0.31920 2.48328
N8 -3.18934 2.88110 -1.71962
N9 -6.15759 2.62353 -2.42012
C1 6.95388 -5.05805 -0.12625
C2 1.72102 -1.19248 -4.15504
C3 -5.07642 2.18393 -3.27168
C4 -5.32592 1.48487 -4.43541
C5 -1.92982 -0.11705 6.02198
C6 1.59668 3.66603 -1.04329
C7 -0.48435 -1.72852 -3.41287
C8 -1.97047 2.35602 -1.49042
C9 -3.79408 3.93042 -0.90165
C10 -4.28313 0.85139 -5.12245
C11 -3.76137 2.28012 -2.82877
C12 1.26569 -1.35306 -1.82014
C13 3.51459 3.09538 0.31205
C14 -6.50567 1.97062 -1.34746
C15 -2.12025 -0.98785 2.55253
C16 -2.27087 -1.33903 3.85192
C17 -0.07476 -1.65620 -2.08719
C18 2.12273 4.92859 -1.25005
C19 -3.03288 -0.58158 6.72040
C20 5.90682 -2.85305 0.48967
C21 -1.07818 -1.92718 -0.99759
C22 2.29104 2.74778 -0.25746
C23 -0.88188 0.59544 8.04550
C24 4.02528 4.36697 0.11748
C25 3.33202 5.28078 -0.66471
C26 -1.98103 0.12693 8.76046
C27 -2.77241 1.50438 -3.42657
C28 -6.95190 0.31771 0.36184
C29 5.77597 -4.13317 -0.03238
C30 2.19273 -1.12321 -2.84700
C31 2.06138 -4.26808 -0.75540
C32 -4.66370 0.98948 -0.04610
C33 1.71703 1.41079 -0.03186
C34 3.59116 -2.42013 0.14410
C35 3.65701 -0.83807 -2.63834
C36 -0.85126 0.46534 6.66844
C37 0.40245 -1.50773 -4.46227
C38 4.83464 -1.97478 0.60582
C39 5.08858 -0.62579 1.22340
C40 3.40522 -3.72491 -0.33654
C41 4.51059 -4.55657 -0.42356
C42 -2.00599 0.25476 10.19275
C43 -6.03491 1.10388 -0.41444
C44 -0.03728 -1.62940 -5.89293
C45 -1.55793 0.73630 3.74016
C46 -3.05432 -0.46471 8.09868
C47 -2.99904 0.81381 -4.60908
H1 -0.84183 1.03395 -2.63388
H2 0.65029 3.38636 -1.48705
H3 3.73667 6.27200 -0.81916
H4 -2.31578 -1.57709 1.67356
H5 -6.77757 3.35431 -2.75167
H6 -0.89200 -2.88505 -0.50440
H7 -4.16867 4.71668 -1.55409
H8 -3.90509 -0.81799 8.66400
H9 -3.87478 -1.01238 6.19471
H10 6.87969 -2.52439 0.83584
H11 4.07944 -0.40363 -3.54201
H12 -1.26008 1.72873 4.03708
H13 -4.50759 0.32296 -6.03822
H14 6.02842 -0.64500 1.77072
H15 -4.60792 3.55175 -0.28514
H16 4.96396 4.64826 0.57469
H17 -6.34373 1.38707 -4.78985
H18 -2.58462 -2.25661 4.31693
H19 4.20139 -1.76062 -2.42794
H20 -1.04708 -1.14810 -0.22952
H21 5.15728 0.15346 0.46429
H22 1.81106 -3.99534 -1.78188
H23 -1.11049 -1.79918 -5.97248
H24 1.24443 -3.92803 -0.10525
H25 2.42133 -1.00903 -4.96193
H26 6.99243 -5.54219 -1.10185
H27 -2.08826 -1.96373 -1.40304
H28 6.87883 -5.84536 0.62577
H29 4.04958 2.38035 0.92241
H30 4.37679 -5.56662 -0.79413
H31 4.30421 -0.33790 1.92469
H32 -2.21387 0.25245 -5.09643
H33 0.46312 -2.47266 -6.37114
H34 0.00914 0.80323 6.10594
H35 0.22326 -0.73707 -6.46334
H36 7.89030 -4.52792 0.03392
H37 3.83945 -0.14752 -1.81773
H38 1.59050 5.64248 -1.86382
H39 -3.02159 4.33227 -0.24990
H40 -0.05306 1.04817 8.57109
H41 2.05941 -5.35429 -0.68817
H42 -1.51572 -1.98629 -3.62915

Properties
2S+1 = 2
Charge = +2
ΔE to the lowest compared entry with this formula, charge and spin = 166.4 kJ/mol
LUMO energy (alpha / beta) = -5.322 / -6.537 eV
Electronic energy = -5101.2375 hartree
Kohn-Sham gap (alpha / beta) = 7.242 / 6.027 eV



Here is a molecular structure, C4H11N3O2 at a distorted geometry from the OMol25 dataset. Energies are from ωB97M-V/def2-TZVPD.

Atoms and positions in Å:
O1 -1.25552 0.13086 1.79629
O2 -1.06085 -1.26369 0.09323
N1 -0.08443 1.58878 0.54641
N2 0.72250 0.06638 -0.92880
N3 1.57742 2.22845 -1.04075
C1 -1.42490 -0.99962 1.27863
C2 1.54744 -0.36861 -2.03460
C3 -1.92609 -2.11283 2.16809
C4 0.67349 1.30343 -0.53176
H1 2.12414 2.11187 -1.87393
H2 2.58575 -0.45731 -1.70177
H3 1.41813 3.19954 -0.83429
H4 -0.40838 2.53529 0.65154
H5 -1.10845 -2.67183 2.60402
H6 1.14417 -1.31210 -2.36312
H7 -2.60937 -2.73500 1.60422
H8 -2.54195 -1.64327 2.94776
H9 -0.23119 -0.60636 -0.49857
H10 1.53344 0.20904 -2.95441
H11 -0.67535 0.79697 1.07180

Properties
ΔE to the lowest compared entry with this formula, charge and spin = 94.4 kJ/mol
LUMO energy = 0.812 eV
Electronic energy = -473.7668 hartree
Kohn-Sham gap = 9.537 eV



Here is a molecular structure, C27H44BrCuNOP2 at a distorted geometry from the OMol25 dataset. Energies are from ωB97M-V/def2-TZVPD.

Atoms and positions in Å:
Br1 0.77952 -1.82664 2.06810
Cu1 0.45537 0.57220 -0.84049
P1 -1.65772 -0.06852 2.02278
P2 3.34853 2.00576 1.69743
O1 -1.68190 -3.63903 1.78680
N1 -0.05679 0.01685 -9.57396
C1 -1.06268 -1.78172 -0.52867
C2 -4.53613 0.27359 2.32150
C3 -0.09375 -0.73661 -4.06874
C4 3.86434 2.83341 -1.02492
C5 1.14283 -1.08388 -2.15352
C6 -0.68737 -4.71542 1.68692
C7 3.53865 0.43527 2.60450
C8 -0.07041 -0.52874 -5.28016
C9 -1.01850 -5.97112 2.44698
C10 0.46330 0.90759 -8.74747
C11 1.31409 -1.23844 -0.77692
C12 -0.65271 -1.01771 -9.00600
C13 0.20033 -1.63878 0.08765
C14 -0.74430 -1.26402 -7.62128
C15 -2.68307 2.05276 0.25491
C16 1.73175 2.64351 2.19892
C17 -0.12727 -1.12796 -2.70493
C18 -0.11606 -0.32921 -6.72164
C19 3.28600 1.73010 -0.06508
C20 0.46835 0.83020 -7.33933
C21 -2.35066 1.64510 4.39573
C22 -1.20404 -1.55202 -1.89813
C23 -3.40127 -0.49820 1.65247
C24 -1.81771 0.29833 3.88723
C25 -1.67401 1.62648 1.30765
C26 5.03150 0.30722 2.91916
C27 1.68380 3.83062 3.17820
H1 0.95861 1.68994 -6.84712
H2 -2.14340 -1.76922 -2.39675
H3 -3.47140 -1.56010 1.90999
H4 -4.56696 0.11595 3.40572
H5 -1.07120 -1.67284 -9.77157
H6 -2.82089 1.27279 -0.49310
H7 4.04101 2.36235 -2.01894
H8 -5.49975 -0.07874 1.92585
H9 5.36566 1.25755 3.36231
H10 -1.28805 -2.18814 -7.37136
H11 0.69124 4.30749 3.06244
H12 2.35602 -1.47888 -0.51528
H13 -2.12741 -3.67704 0.90083
H14 -3.65420 2.31986 0.67596
H15 -3.37822 1.85354 4.06657
H16 5.49302 0.13002 1.93723
H17 1.31535 2.97101 1.24882
H18 3.13143 -0.41556 2.04115
H19 0.89952 1.72659 -9.31779
H20 2.97288 0.55935 3.53794
H21 -0.54552 -4.91618 0.63129
H22 -0.69352 1.79818 0.82664
H23 -2.01361 -2.04698 -0.05229
H24 -2.40181 1.65292 5.49525
H25 -1.66484 2.33647 2.12813
H26 -4.49911 1.34688 2.10385
H27 4.80905 3.27784 -0.65986
H28 -3.49037 -0.42853 0.56364
H29 2.47226 4.56608 2.92933
H30 -1.92196 -6.47468 2.07619
H31 5.19173 -0.48991 3.63556
H32 -2.30388 2.94205 -0.26944
H33 2.21748 1.60886 -0.35778
H34 -2.45931 -0.49477 4.29179
H35 3.78437 0.78151 -0.27198
H36 2.09533 -0.90306 -2.65368
H37 1.17703 1.77497 2.60860
H38 -0.22834 -6.70539 2.38263
H39 -0.81730 0.06718 4.28121
H40 1.86683 3.47754 4.20531
H41 0.24471 -4.31936 2.07242
H42 -1.12488 -5.72754 3.49897
H43 3.13802 3.66873 -1.10297
H44 -1.70761 2.49033 4.12858

Properties
2S+1 = 2
Charge = +2
ΔE to the lowest compared entry with this formula, charge and spin = 275.6 kJ/mol
LUMO energy (alpha / beta) = -7.058 / -9.367 eV
Electronic energy = -6081.5686 hartree
Kohn-Sham gap (alpha / beta) = 5.697 / 3.380 eV



Here is 5 unconnected molecules or ions with the total composition C68H40INO9S at a distorted geometry from the OMol25 dataset. Energies are from ωB97M-V/def2-TZVPD.

Atoms and positions in Å:
I1 6.00256 -1.80794 0.47218
S1 0.17326 -1.35321 4.49900
O1 -2.79312 10.23789 -2.94459
O2 -8.96669 -8.48647 -0.71246
O3 2.22875 7.32687 2.29696
O4 5.25066 -3.36384 3.59994
O5 -0.59107 9.56201 -7.75742
O6 -6.04871 -5.01266 2.09467
O7 5.61504 -6.71516 1.40549
O8 -1.53097 4.91280 -0.61890
O9 10.47490 -8.88019 1.80873
N1 0.61864 0.18549 1.76859
C1 9.37040 -8.37747 1.68737
C2 -1.14906 9.54244 1.20792
C3 1.38364 7.95039 -4.43987
C4 -1.09528 -1.39234 3.12155
C5 -2.90760 10.69185 -5.24576
C6 -10.20167 -4.50313 2.03195
C7 0.75192 3.42666 -0.00167
C8 -6.83954 -7.88615 0.07659
C9 -3.32850 -2.11275 1.89627
C10 6.73075 -7.20302 1.47093
C11 -0.35638 8.87779 -3.05173
C12 2.92194 3.39269 1.04975
C13 8.41662 -10.53114 0.89238
C14 -8.81992 -4.64784 2.10009
C15 -0.99729 9.37538 -4.18631
C16 2.74442 4.70826 1.46636
C17 7.71725 -5.00937 2.10025
C18 1.76351 -1.49061 3.52058
C19 0.75145 8.45073 -5.57303
C20 -2.27401 10.10972 -4.04151
C21 0.15628 7.51279 1.20952
C22 8.22036 -9.19312 1.23596
C23 -4.09318 11.41756 -5.11798
C24 6.94457 -8.63442 1.15671
C25 8.80148 -4.22367 2.47673
C26 0.83489 8.17187 -3.17856
C27 -4.08186 11.85367 -7.48972
C28 7.89330 -6.37252 1.85710
C29 -8.19113 -5.68479 1.40884
C30 -6.22403 -8.98229 -0.52850
C31 -6.71897 -5.82224 1.47595
C32 -8.30409 -7.70986 -0.04579
C33 -2.90811 11.11908 -7.62266
C34 -8.95239 -6.58114 0.65874
C35 1.56829 5.38919 1.14788
C36 2.93724 -2.37722 3.99783
C37 5.86254 -9.42320 0.76260
C38 9.16063 -6.94253 1.98210
C39 -1.07935 9.73986 -6.65474
C40 7.33939 -11.30958 0.48336
C41 -2.10585 8.92744 0.40315
C42 6.06119 -10.75803 0.42762
C43 1.38235 6.78397 1.60752
C44 1.92258 2.74989 0.32223
C45 -1.94235 7.60155 0.01651
C46 -4.68826 -7.12142 0.86682
C47 -0.81383 6.88937 0.42391
C48 -2.91586 -1.29955 0.61842
C49 0.57666 4.75108 0.40232
C50 4.21043 -2.48276 3.11631
C51 -6.07283 -6.96268 0.78768
C52 -1.57431 -0.47849 0.56647
C53 -0.67616 -0.56759 1.84213
C54 1.76527 -0.65729 2.17726
C55 -4.84644 -9.14693 -0.43299
C56 -10.95920 -5.38697 1.26646
C57 -0.65778 5.47344 0.02161
C58 -0.01933 8.83825 1.61065
C59 -4.67812 11.99652 -6.23869
C60 4.28573 -1.70040 1.78523
C61 -2.32078 10.53165 -6.50101
C62 10.06293 -4.79749 2.62074
C63 3.08357 -0.80409 1.32748
C64 -10.33719 -6.42458 0.58086
C65 10.24375 -6.15420 2.37394
C66 -2.42501 -2.17862 3.18597
C67 -4.07790 -8.21153 0.25655
C68 -0.43529 9.17468 -5.44728
H1 -1.28172 10.57441 1.51687
H2 -0.78115 9.04239 -2.06646
H3 -3.59237 -1.28982 -0.31427
H4 4.86528 -8.99776 0.71193
H5 -1.25056 0.14012 -0.33524
H6 8.66285 -3.16276 2.66022
H7 -8.23561 -3.95359 2.69593
H8 -2.71404 -2.80123 4.10501
H9 -4.29508 -2.71521 1.91296
H10 -5.59785 12.56377 -6.13671
H11 0.72521 9.32462 2.23295
H12 6.73681 -4.55525 1.99328
H13 3.52591 5.20189 2.03566
H14 -2.45073 11.00921 -8.60099
H15 1.18665 8.27962 -6.55250
H16 -12.03657 -5.26924 1.20785
H17 -2.69413 7.12697 -0.60643
H18 2.77862 -2.94251 4.99077
H19 -3.00173 -8.33585 0.32285
H20 1.33547 7.79182 -2.29335
H21 0.56458 0.92277 2.50674
H22 2.30874 7.39146 -4.53902
H23 -4.55990 11.53646 -4.14522
H24 -2.98069 9.48150 0.07856
H25 4.72425 -4.07816 4.04460
H26 -6.81683 -9.71167 -1.07151
H27 9.40929 -10.96788 0.93879
H28 3.83961 2.86662 1.29417
H29 2.05828 1.72207 0.00409
H30 5.21938 -11.36874 0.11703
H31 10.90724 -4.18524 2.92155
H32 -10.68898 -3.69922 2.57444
H33 -4.37065 -10.00423 -0.89833
H34 -0.02102 2.92191 -0.57274
H35 -10.93335 -7.11285 -0.00999
H36 3.11816 -0.22914 0.34147
H37 7.49558 -12.34814 0.20962
H38 -4.08470 -6.39898 1.40721
H39 11.22993 -6.59443 2.48313
H40 -4.53397 12.31391 -8.36256

Properties
LUMO energy = -1.129 eV
SMILES string = O=C1c2ccccc2C(=O)c2ccccc21.O=C1c2ccccc2C(=O)c2ccccc21.O=C1c2ccccc2C(=O)c2ccccc21.O=C1c2ccccc2C(=O)c2ccccc21.Oc1cc2c(cc1I)Nc1ccccc1S2
Electronic energy = -4042.8966 hartree
Kohn-Sham gap = 7.173 eV



Q: What is the electronic energy in the second record?
A: -5101.2375 hartree